[1]
Below is an isolated molecule of C13H18N2O5 at a distorted geometry, with properties calculated with ωB97M-V/def2-TZVPD.

Summary:
* ΔE to the lowest compared entry with this formula, charge and spin: 30.3 kJ/mol
* structure (SMILES): C[C@@H](O)[C@H](N)C(=O)N[C@@H](Cc1ccc(O)cc1)C(=O)O
* largest force on an atom: 1.6 eV/Å
* frontier orbital gap: 9.4 eV

Each line ends with the natural charge from an NBO analysis.
Positions of all 38 atoms, in Å:
C1 -3.798 -0.976 -2.517  -0.649
C2 -2.741 -0.057 -3.132  0.099
O1 -3.170 1.285 -3.188  -0.722
C3 -1.365 -0.153 -2.457  -0.176
N1 -0.744 -1.475 -2.470  -0.839
C4 -1.380 0.413 -1.031  0.695
O2 -2.355 0.998 -0.573  -0.633
N2 -0.272 0.207 -0.248  -0.665
C5 1.084 -0.084 -0.688  -0.150
C6 2.098 0.868 -0.014  -0.423
C7 2.023 0.849 1.497  -0.098
C8 1.351 1.869 2.199  -0.198
C9 1.240 1.842 3.577  -0.265
C10 1.816 0.806 4.299  0.301
O3 1.686 0.816 5.654  -0.659
C11 2.492 -0.209 3.624  -0.287
C12 2.590 -0.186 2.236  -0.140
C13 1.491 -1.542 -0.405  0.795
O4 2.591 -1.954 -0.727  -0.598
O5 0.615 -2.299 0.237  -0.655
H1 -4.733 -0.866 -3.038  0.229
H2 -3.502 -2.037 -2.598  0.199
H3 -3.966 -0.714 -1.474  0.221
H4 -2.611 -0.395 -4.189  0.174
H5 -3.284 1.559 -2.269  0.490
H6 -0.694 0.525 -3.051  0.224
H7 -1.363 -2.160 -2.065  0.365
H8 -0.546 -1.751 -3.433  0.375
H9 -0.333 0.722 0.663  0.426
H10 1.163 0.060 -1.772  0.245
H11 1.921 1.891 -0.379  0.220
H12 3.088 0.533 -0.362  0.251
H13 0.892 2.685 1.671  0.213
H14 0.722 2.618 4.103  0.227
H15 2.131 0.074 6.024  0.478
H16 2.926 -1.021 4.203  0.209
H17 3.117 -0.973 1.727  0.222
H18 -0.180 -1.772 0.368  0.498



[2]
Below is an isolated molecule of C3H9O2P at a distorted geometry, with properties calculated with ωB97M-V/def2-TZVPD.

Summary:
* ΔE to the lowest compared entry with this formula, charge and spin: 150.5 kJ/mol
* structure (SMILES): CC[C@H](O)PO
* largest force on an atom: 2.7 eV/Å
* frontier orbital gap: 9.3 eV

Each line ends with the natural charge from an NBO analysis.
Positions of all 15 atoms, in Å:
C1 -0.275 1.481 0.760  -0.636
C2 -0.168 -0.008 1.269  -0.459
C3 0.134 -1.074 0.259  -0.159
O1 1.493 -0.964 -0.275  -0.739
P1 -0.974 -1.181 -1.355  0.768
O2 0.101 -0.288 -2.279  -0.985
H1 -0.395 1.354 -0.338  0.215
H2 0.670 2.054 0.951  0.212
H3 -1.082 2.140 1.122  0.224
H4 -1.121 -0.167 1.843  0.226
H5 0.744 -0.135 1.973  0.218
H6 0.264 -2.169 0.587  0.221
H7 1.638 -0.069 -0.610  0.472
H8 -1.887 -0.114 -1.435  -0.071
H9 0.858 -0.860 -2.471  0.492



[3]
Below is a cluster of 7 separate species, C55H45FO28 in total at a distorted geometry, with properties calculated with ωB97M-V/def2-TZVPD.

Summary:
* structure (SMILES): CC(=O)OCCCCCc1cccc2c1C(=O)C([C@H](C)F)=CC2=O.O=C1C=C(O)C(=O)C=C1O.O=C1C=C(O)C(=O)C=C1O.O=C1C=C(O)C(=O)C=C1O.O=C1C=C(O)C(=O)C=C1O.O=C1C=C(O)C(=O)C=C1O.O=C1C=C(O)C(=O)C=C1O
* largest force on an atom: 2.8 eV/Å
* frontier orbital gap: 7.6 eV

Each line ends with the Löwdin charge.
Positions of all 129 atoms, in Å:
C1 -1.078 -1.465 0.673  0.025
C2 0.365 -0.884 0.970  -0.468
O1 0.790 -0.999 2.089  0.104
O2 1.057 -0.275 -0.075  -0.057
C3 1.921 -1.213 -0.765  -0.157
C4 1.181 -2.047 -1.902  -0.143
C5 1.370 -1.327 -3.293  -0.196
C6 0.355 -0.134 -3.448  -0.175
C7 -1.068 -0.580 -4.038  -0.128
C8 -2.223 -0.283 -3.039  -0.134
C9 -2.504 1.118 -2.722  -0.013
C10 -3.561 1.524 -1.806  -0.023
C11 -4.395 0.468 -1.215  0.010
C12 -4.118 -0.930 -1.527  -0.060
C13 -3.010 -1.352 -2.432  -0.030
C14 -2.781 -2.853 -2.653  -0.248
O3 -1.799 -3.370 -3.141  0.090
C15 -3.906 -3.830 -2.156  -0.064
C16 -3.894 -5.364 -2.534  -0.286
C17 -2.973 -6.058 -1.437  -0.031
F1 -3.422 -5.578 -3.836  -0.027
C18 -4.924 -3.430 -1.344  0.057
C19 -5.059 -1.973 -0.855  -0.318
O4 -5.885 -1.674 -0.019  0.085
H1 -1.384 -1.031 -0.316  0.060
H2 -0.958 -2.573 0.515  0.099
H3 -1.814 -1.206 1.468  0.095
H4 2.770 -0.617 -1.204  0.135
H5 2.388 -1.958 -0.062  0.113
H6 1.696 -3.041 -1.970  0.119
H7 0.096 -2.165 -1.661  0.090
H8 1.140 -2.075 -4.105  0.095
H9 2.432 -0.990 -3.477  0.113
H10 0.231 0.472 -2.503  0.107
H11 0.820 0.588 -4.185  0.108
H12 -1.061 -1.613 -4.457  0.099
H13 -1.234 0.109 -4.920  0.118
H14 -1.878 1.928 -3.171  0.117
H15 -3.728 2.595 -1.560  0.072
H16 -5.211 0.769 -0.525  0.115
H17 -4.925 -5.782 -2.355  0.145
H18 -3.039 -7.172 -1.463  0.083
H19 -3.401 -5.709 -0.451  0.088
H20 -1.930 -5.654 -1.472  0.086
H21 -5.694 -4.165 -0.999  0.134
O5 -1.258 8.563 1.828  0.134
C20 -1.616 7.585 1.203  -0.303
C21 -0.692 6.765 0.418  0.061
C22 -1.136 5.708 -0.267  -0.232
O6 -0.302 4.938 -0.993  0.108
C23 -2.579 5.326 -0.261  -0.288
O7 -2.941 4.362 -0.914  0.085
C24 -3.501 6.128 0.541  0.084
C25 -3.057 7.185 1.229  -0.212
O8 -3.884 7.941 1.978  0.079
H22 0.350 7.052 0.420  0.132
H23 -0.863 4.244 -1.389  0.114
H24 -4.541 5.829 0.550  0.132
H25 -3.320 8.638 2.367  0.129
O9 4.685 2.351 3.170  0.118
C26 3.882 3.256 3.047  -0.310
C27 2.466 3.024 2.761  0.088
C28 1.627 4.054 2.618  -0.220
O10 0.317 3.866 2.357  0.102
C29 2.096 5.467 2.740  -0.300
O11 1.298 6.376 2.583  0.097
C30 3.505 5.700 3.049  0.078
C31 4.345 4.670 3.195  -0.229
O12 5.646 4.858 3.482  0.105
H26 2.139 1.996 2.673  0.136
H27 -0.067 4.762 2.299  0.100
H28 3.828 6.727 3.151  0.137
H29 6.034 3.963 3.534  0.119
O13 -4.999 10.098 0.629  0.113
C32 -5.705 10.033 -0.359  -0.305
C33 -5.851 11.140 -1.303  0.078
C34 -6.653 11.022 -2.366  -0.231
O14 -6.802 12.026 -3.251  0.105
C35 -7.425 9.769 -2.627  -0.315
O15 -8.157 9.711 -3.597  0.112
C36 -7.260 8.654 -1.695  0.078
C37 -6.455 8.771 -0.634  -0.221
O16 -6.284 7.759 0.238  0.094
H30 -5.289 12.041 -1.102  0.137
H31 -7.431 11.692 -3.920  0.119
H32 -7.810 7.747 -1.904  0.137
H33 -5.658 8.097 0.914  0.086
O17 4.596 -1.858 1.501  0.107
C38 4.526 -2.816 2.249  -0.307
C39 3.361 -3.074 3.095  0.084
C40 3.338 -4.131 3.912  -0.225
O18 2.276 -4.392 4.699  0.107
C41 4.490 -5.079 3.995  -0.308
O19 4.434 -6.020 4.767  0.104
C42 5.645 -4.835 3.132  0.076
C43 5.667 -3.780 2.313  -0.226
O20 6.717 -3.535 1.507  0.105
H34 2.534 -2.378 3.027  0.116
H35 2.507 -5.203 5.190  0.117
H36 6.465 -5.538 3.189  0.133
H37 6.488 -2.719 1.021  0.117
O21 7.933 -5.837 5.833  0.105
C44 7.648 -5.715 7.010  -0.312
C45 8.195 -4.648 7.847  0.076
C46 7.865 -4.563 9.140  -0.231
O22 8.353 -3.589 9.929  0.103
C47 6.936 -5.548 9.775  -0.317
O23 6.678 -5.443 10.960  0.108
C48 6.371 -6.600 8.934  0.076
C49 6.698 -6.683 7.640  -0.232
O24 6.190 -7.639 6.845  0.103
H38 8.867 -3.943 7.377  0.136
H39 7.966 -3.749 10.812  0.118
H40 5.687 -7.295 9.401  0.136
H41 6.581 -7.481 5.964  0.111
O25 -1.932 -6.284 -9.903  0.109
C50 -1.400 -5.813 -8.914  -0.315
C51 -0.116 -5.115 -8.967  0.075
C52 0.438 -4.628 -7.853  -0.230
O26 1.618 -3.980 -7.876  0.101
C53 -0.225 -4.779 -6.521  -0.304
O27 0.325 -4.335 -5.529  0.102
C54 -1.521 -5.456 -6.472  0.086
C55 -2.076 -5.940 -7.588  -0.225
O28 -3.269 -6.565 -7.569  0.105
H42 0.355 -5.014 -9.936  0.136
H43 1.797 -3.732 -6.949  0.115
H44 -1.999 -5.543 -5.506  0.114
H45 -3.445 -6.818 -8.495  0.117